# 1
Computed, not measured: a structure of composition C23H58Cl4InO26P5 in a non-equilibrium geometry, with ωB97M-V/def2-TZVPD.

Properties
E_LUMO ... -3.9 eV
Orbital gap ... 4.73 eV
Total charge ... 0
HOMO ... -8.61 eV
Energy ... -6605.2690 hartree
F_max ... 4.38 eV/A

Atoms and positions in Å:
In (-0.35378, 0.07736, -0.06542)
C (0.02325, -4.70566, 1.89380)
C (-0.01695, -3.35622, 1.26495)
O (0.93449, -2.55847, 1.46257)
O (-0.91791, -2.94641, 0.45079)
H (-0.74907, -5.39309, 1.54874)
H (-0.07949, -4.58037, 2.97168)
H (0.90237, -5.34770, 1.83871)
C (0.26832, 4.09371, -3.04074)
C (0.10409, 2.77732, -2.29513)
O (-0.77811, 1.90436, -2.50458)
O (0.88491, 2.53002, -1.35766)
H (1.14689, 4.22437, -3.67252)
H (0.24561, 4.95053, -2.36735)
H (-0.57370, 4.27934, -3.70756)
C (-5.46528, -0.14916, -0.10241)
C (-3.91065, -0.03240, -0.00642)
O (-3.42581, 0.22104, 1.12041)
O (-3.22677, 0.03503, -1.03250)
H (-5.95380, 0.81615, 0.03034)
H (-5.81681, -0.87117, 0.63462)
H (-5.67676, -0.55026, -1.09362)
C (-4.01123, 1.46321, -4.22001)
Cl (-4.96730, 2.93750, -4.60823)
Cl (-3.22542, 0.77674, -5.67785)
H (-3.27644, 1.66003, -3.43936)
H (-4.68215, 0.69455, -3.83643)
C (-4.19569, -4.14313, 0.61646)
Cl (-5.80072, -3.48956, 0.17776)
Cl (-4.15668, -5.38824, 1.84944)
H (-3.65443, -4.58373, -0.22080)
H (-3.61410, -3.26648, 0.90166)
C (3.47850, 1.28182, -3.62748)
O (4.23633, 0.46570, -2.76878)
P (3.47471, -0.81723, -2.06224)
O (2.18422, -0.55187, -1.39029)
O (3.34691, -1.99125, -3.16425)
C (4.44456, -2.37104, -3.97791)
O (4.59010, -1.51231, -1.06194)
C (4.54908, -2.91538, -0.60280)
H (2.57288, 0.79359, -3.98743)
H (3.93809, 1.36883, -4.61201)
H (3.32808, 2.30585, -3.28566)
H (5.41522, -1.97438, -3.68030)
H (4.09375, -2.21663, -4.99830)
H (4.51710, -3.45132, -3.85215)
H (3.76880, -3.55069, -1.02189)
H (4.52320, -2.89556, 0.48670)
H (5.47049, -3.33098, -1.01069)
C (-2.66421, -2.17258, -4.48898)
O (-1.64016, -3.12692, -4.17632)
P (-0.11623, -2.53857, -3.83639)
O (-0.17119, -1.60944, -2.63193)
O (0.43705, -1.74027, -5.13286)
C (0.58928, -2.43810, -6.28274)
O (0.87202, -3.87650, -3.74834)
C (1.25476, -4.38412, -2.51654)
H (-3.09419, -2.28642, -5.48410)
H (-2.12704, -1.22486, -4.52591)
H (-3.40648, -1.81129, -3.77722)
H (1.56639, -2.91934, -6.32482)
H (0.43278, -1.77479, -7.13340)
H (-0.01166, -3.34732, -6.26586)
H (2.32754, -4.56573, -2.58188)
H (0.82891, -5.33684, -2.20177)
H (1.29080, -3.65338, -1.70857)
C (-2.21662, 6.03716, 3.02502)
O (-1.28585, 4.86586, 2.74503)
P (-1.23521, 4.13671, 1.28803)
O (-0.83599, 2.73042, 1.36023)
O (-0.29962, 5.07756, 0.38589)
C (1.05255, 5.42452, 0.83015)
O (-2.79518, 4.40414, 0.71871)
C (-3.03090, 3.93399, -0.56265)
H (-2.71674, 5.52855, 3.84921)
H (-2.94355, 6.31854, 2.26311)
H (-1.70615, 6.92634, 3.39500)
H (1.22309, 6.49270, 0.96430)
H (1.74439, 5.11658, 0.04616)
H (1.36702, 4.94568, 1.75747)
H (-4.03634, 4.25969, -0.82935)
H (-2.94938, 2.85991, -0.72938)
H (-2.43256, 4.31870, -1.38854)
C (-2.76683, -2.39967, 3.53561)
O (-1.42464, -2.22416, 3.94722)
P (-1.01885, -0.67548, 4.19355)
O (-0.64161, 0.18805, 3.01468)
O (-2.25536, -0.14958, 5.16930)
C (-2.34094, 1.23386, 5.57150)
O (0.21459, -0.85583, 5.23711)
C (1.17016, -1.86686, 5.04629)
H (-3.03324, -3.45232, 3.44053)
H (-2.92925, -1.90674, 2.57710)
H (-3.48006, -1.89199, 4.18498)
H (-3.37011, 1.58209, 5.65896)
H (-1.82915, 1.93975, 4.91737)
H (-1.86789, 1.22750, 6.55347)
H (1.39422, -2.25067, 6.04158)
H (1.97667, -1.25008, 4.64976)
H (0.99693, -2.68584, 4.34818)
C (4.20262, 2.33549, 0.62503)
O (4.04546, 2.29442, 2.01680)
P (2.84220, 1.43290, 2.68024)
O (1.76633, 0.93067, 1.75918)
O (3.66950, 0.32097, 3.54562)
C (4.09932, -0.81675, 2.88243)
O (2.35820, 2.45512, 3.81534)
C (1.49377, 2.03428, 4.86873)
H (4.65516, 3.26653, 0.28373)
H (3.23196, 2.21114, 0.14496)
H (4.85745, 1.47518, 0.48665)
H (3.99546, -1.73757, 3.45639)
H (5.15454, -0.54387, 2.89437)
H (3.77671, -1.07482, 1.87376)
H (2.03987, 1.20637, 5.32089)
H (0.59910, 1.57883, 4.44422)
H (1.23350, 2.78213, 5.61778)

Force components x, y, z for each atom (eV/Å):
In -0.46 0.28 -0.41
C -0.80 -1.58 0.75
C 1.08 3.44 -2.49
O 0.75 -0.39 1.16
O -1.05 -1.02 0.59
H -0.45 0.44 0.02
H -0.35 0.18 0.08
H 0.65 0.86 -0.59
C -0.96 0.68 -0.68
C -0.41 -2.37 1.17
O -1.29 0.66 -1.28
O 1.97 0.64 1.63
H 0.26 -0.60 0.31
H 0.20 -0.31 0.43
H -0.14 -0.37 -0.05
C 0.72 -0.72 -0.53
C 0.22 1.97 1.88
O -0.06 -0.85 0.58
O 1.04 -0.79 -2.08
H 0.30 -0.01 0.07
H 0.06 0.33 0.05
H -0.24 0.12 0.04
C -0.26 -0.29 0.09
Cl 0.46 -0.57 0.23
Cl -0.24 0.58 0.32
H 0.19 0.27 -0.39
H -0.10 0.26 -0.22
C 0.83 0.72 -0.64
Cl 0.30 -0.80 0.08
Cl -0.36 -0.03 0.36
H -0.64 0.20 -0.28
H 0.00 -0.30 0.37
C -0.84 0.27 -2.04
O -0.08 -2.32 1.77
P 0.28 -1.13 1.09
O 0.85 0.20 -0.56
O -0.51 1.61 0.83
C -0.45 -1.24 -0.17
O -0.92 1.08 -0.97
C 0.51 0.80 -0.87
H -0.66 0.15 0.91
H 1.04 0.02 0.18
H -0.20 -0.40 0.58
H -0.23 0.54 -0.28
H 0.76 0.38 -0.12
H 0.14 -0.16 -0.08
H -0.48 0.61 0.08
H -0.02 -0.10 -0.24
H 0.19 -0.08 0.51
C 1.42 2.66 -0.60
O 1.80 -0.60 0.33
P -1.07 1.32 2.73
O 0.39 -2.14 -2.49
O -0.94 0.40 3.48
C 0.75 -2.18 -1.97
O -2.62 2.32 -1.49
C 2.15 -0.24 1.78
H 0.07 -0.67 0.19
H -0.01 0.22 -0.53
H -0.14 -1.56 0.78
H 0.59 0.52 -0.20
H -0.15 -0.32 -0.02
H -0.82 0.25 -0.63
H 0.23 -0.39 -0.45
H -0.68 0.27 -0.33
H -1.02 0.21 0.05
C 0.24 -1.89 0.94
O -0.67 0.84 -1.81
P -1.54 1.29 0.57
O 0.01 -0.02 -0.16
O 0.05 0.27 0.66
C 0.32 -0.43 -0.38
O 3.47 0.12 1.65
C -1.23 -0.57 -2.47
H -0.55 0.86 0.10
H 0.45 -0.50 -0.34
H 0.52 -0.38 -0.25
H -0.81 0.13 -0.07
H -0.20 -0.26 -0.04
H -0.41 -0.28 -0.01
H -0.17 -0.24 0.15
H -0.11 -0.29 0.73
H 0.66 0.66 0.42
C -1.53 0.23 -0.99
O 0.39 1.57 0.55
P 0.39 0.45 0.25
O -1.15 -1.59 1.73
O 1.43 -0.28 -1.89
C 0.58 -0.12 0.52
O -3.18 0.39 -0.74
C 1.78 0.48 0.04
H 0.45 0.05 0.21
H 0.18 -0.11 -0.30
H 0.19 -0.28 0.43
H -0.09 -0.56 -0.11
H 0.15 -0.32 -0.27
H -0.09 0.51 0.09
H 0.20 -0.12 -0.16
H 0.81 -0.83 0.09
H -0.70 0.28 -0.03
C -0.01 -0.94 -0.77
O -1.72 0.01 2.17
P -0.53 0.43 -0.05
O 1.82 0.41 0.82
O -3.38 2.08 -0.19
C 2.69 -1.23 -0.27
O 0.64 0.34 -1.02
C 0.00 -1.95 -0.10
H 0.09 -0.04 0.38
H 0.09 -0.13 -0.33
H 0.10 0.18 -1.22
H -0.38 0.27 0.40
H 0.59 -1.16 -0.80
H -0.59 0.80 -0.05
H -0.25 0.07 0.69
H -0.10 0.41 -0.06
H 0.48 0.39 -0.54

Atom charges from the Löwdin analysis, given in e for atoms 1 to 5: 1.46, -0.01, -0.71, -0.05, -0.06

# 2
Computed, not measured: a structure of composition C23H58FeGeN6O2Si3, with ωB97M-V/def2-TZVPD.

Properties
E_LUMO (spin up / spin down) ... -1.9 / -3.3 eV
2S+1 ... 6
Orbital gap (spin up / spin down) ... 6.42 / 7.14 eV
Total charge ... +1
HOMO (spin up / spin down) ... -8.35 / -10.42 eV
Energy relative to the best compared isomer or geometry (same formula, charge and spin) ... 257.9 kJ/mol
Energy ... -5599.0238 hartree
F_max ... 0.77 eV/A

Atoms and positions in Å:
Fe (-2.21679, 0.21986, -0.20699)
C (-2.12927, 1.79162, -3.17018)
C (-2.53123, 0.32151, -3.16304)
N (-3.20816, -0.15076, -1.93334)
C (-4.62880, 0.25927, -1.79373)
C (-4.79522, 1.36378, -0.75639)
N (-4.09059, 0.96459, 0.46395)
C (-4.11259, 1.95493, 1.53767)
C (-3.38969, 1.50051, 2.81834)
C (-2.22469, 0.50613, 2.69768)
N (-1.31822, 0.74203, 1.55558)
C (-0.73670, 2.09623, 1.50540)
C (-0.26604, 2.39378, 0.09379)
N (-1.37105, 2.12816, -0.84107)
C (-0.96441, 2.14795, -2.25522)
H (-2.98970, 2.43598, -2.95852)
H (-1.83185, 2.03166, -4.19336)
H (-1.62994, -0.28686, -3.26628)
H (-3.17233, 0.11978, -4.02752)
H (-3.17721, -1.16714, -1.96790)
H (-5.19600, -0.61424, -1.46681)
H (-5.03672, 0.57976, -2.75542)
H (-5.85832, 1.55812, -0.57471)
H (-4.35415, 2.29746, -1.11620)
H (-4.48528, 0.06246, 0.78719)
H (-5.14112, 2.23797, 1.78804)
H (-3.63863, 2.85935, 1.14564)
H (-4.10991, 1.04434, 3.50036)
H (-3.04894, 2.40368, 3.32878)
H (-2.59521, -0.50299, 2.55708)
H (-1.67484, 0.52445, 3.64535)
H (-0.55516, 0.07108, 1.60966)
H (0.08876, 2.20613, 2.21176)
H (-1.50446, 2.81466, 1.79328)
H (0.56242, 1.72912, -0.17312)
H (0.10155, 3.42403, 0.02011)
H (-2.07914, 2.84816, -0.71204)
H (-0.16155, 1.41606, -2.37139)
H (-0.56293, 3.13094, -2.52780)
C (-3.38479, -4.14910, -0.51089)
C (-2.69975, -2.82924, -0.29433)
N (-3.18602, -1.85064, 0.47264)
O (-4.54946, -2.08708, 0.86290)
C (-1.43701, -2.53346, -0.86917)
C (-0.67861, -3.49439, -1.72907)
N (-0.92112, -1.33077, -0.55704)
O (0.25130, -1.00944, -1.31749)
H (-4.38672, -4.12829, -0.10146)
H (-2.83069, -4.95283, -0.01896)
H (-3.44883, -4.40070, -1.56959)
H (-4.56608, -1.85780, 1.80057)
H (-1.25928, -4.38982, -1.93314)
H (0.25244, -3.79725, -1.24459)
H (-0.39560, -3.03240, -2.67670)
C (3.02097, -1.86388, -3.29390)
Si (3.45545, -0.66289, -1.92506)
C (5.08877, -1.10199, -1.12465)
C (3.48354, 1.09263, -2.58140)
Ge (1.75212, -0.85545, -0.25291)
Si (3.89691, 2.75199, 1.31578)
C (4.19017, 4.48391, 0.65522)
C (2.96986, 2.83054, 2.95247)
C (5.52028, 1.83868, 1.53904)
Si (1.86871, -2.43379, 1.55659)
C (3.23251, -1.71574, 2.62501)
C (2.36994, -4.14265, 0.97155)
C (0.27430, -2.52393, 2.53937)
H (3.71940, -1.76727, -4.12968)
H (2.01270, -1.67276, -3.66785)
H (3.05866, -2.89568, -2.93966)
H (5.90768, -0.98481, -1.83958)
H (5.09272, -2.13888, -0.78054)
H (5.30018, -0.46032, -0.27067)
H (4.35959, 1.25202, -3.21528)
H (3.51927, 1.81866, -1.76487)
H (2.59470, 1.29842, -3.18372)
H (3.25594, 5.04168, 0.56598)
H (4.66748, 4.46465, -0.32574)
H (4.84701, 5.03776, 1.33424)
H (2.06410, 3.43523, 2.87024)
H (3.60525, 3.29231, 3.71531)
H (2.69124, 1.83963, 3.31449)
H (6.05857, 1.73314, 0.59647)
H (5.36736, 0.84350, 1.96154)
H (6.16215, 2.39773, 2.22818)
H (4.17209, -1.64821, 2.07051)
H (3.40975, -2.34753, 3.49891)
H (2.97943, -0.71473, 2.97897)
H (3.36247, -4.12152, 0.51650)
H (1.67371, -4.55833, 0.24438)
H (2.40883, -4.82677, 1.82431)
H (0.09306, -1.58802, 3.07340)
H (0.35714, -3.30932, 3.29592)
H (-0.58967, -2.73831, 1.90880)

Force components x, y, z for each atom (eV/Å):
Fe -0.16 -0.12 0.17
C 0.02 0.02 -0.04
C -0.01 -0.03 0.02
N 0.04 0.11 -0.08
C 0.01 0.00 0.00
C 0.02 0.00 -0.07
N -0.10 -0.72 0.26
C 0.07 0.05 0.00
C 0.00 0.03 -0.02
C 0.07 0.18 -0.02
N -0.06 0.03 0.00
C 0.05 0.02 -0.04
C 0.05 -0.01 -0.03
N 0.01 0.00 -0.04
C -0.02 0.01 -0.01
H 0.00 -0.01 0.01
H 0.00 0.01 0.01
H 0.01 -0.02 -0.01
H 0.01 0.00 0.01
H -0.04 -0.02 0.03
H 0.02 0.00 0.01
H -0.02 0.00 0.01
H 0.00 -0.02 -0.04
H 0.00 0.02 0.04
H 0.12 0.59 -0.22
H 0.02 0.02 0.03
H 0.00 -0.01 -0.03
H 0.00 -0.03 -0.01
H -0.04 -0.01 0.02
H -0.07 -0.20 0.00
H 0.00 0.01 -0.03
H 0.01 -0.10 0.02
H 0.03 0.01 0.04
H -0.01 0.01 0.00
H -0.04 0.02 0.02
H 0.00 -0.03 0.00
H 0.00 -0.01 0.00
H -0.01 -0.03 0.01
H 0.00 -0.01 0.01
C 0.07 -0.02 0.02
C 0.06 0.12 0.07
N 0.00 0.03 0.03
O -0.04 0.20 0.02
C 0.17 0.16 0.02
C 0.00 -0.01 -0.04
N 0.24 0.15 -0.42
O -0.34 -0.18 0.29
H -0.07 -0.01 0.03
H -0.02 0.01 -0.01
H -0.01 0.01 0.00
H 0.06 -0.23 -0.02
H 0.01 0.00 0.01
H 0.03 0.01 -0.01
H -0.01 -0.01 0.02
C 0.00 0.01 -0.02
Si 0.00 0.01 -0.02
C 0.00 -0.05 -0.06
C -0.02 0.00 0.00
Ge -0.11 -0.01 0.00
Si -0.04 0.00 -0.02
C 0.00 0.01 0.01
C -0.01 0.03 0.00
C -0.01 -0.01 0.03
Si 0.00 -0.02 -0.01
C 0.04 -0.04 -0.02
C 0.04 0.00 0.04
C 0.02 0.02 -0.01
H -0.01 0.00 0.01
H 0.02 0.00 0.01
H 0.00 0.00 0.00
H -0.02 -0.01 0.01
H 0.00 0.02 0.00
H 0.02 0.05 0.07
H -0.02 -0.01 -0.01
H 0.01 -0.01 -0.01
H 0.01 0.01 0.03
H 0.02 -0.01 0.00
H 0.00 0.00 0.01
H -0.01 0.00 0.00
H 0.02 0.00 0.00
H -0.01 0.00 0.00
H 0.00 -0.02 0.00
H 0.01 0.00 -0.01
H 0.00 0.01 -0.01
H 0.00 -0.01 0.00
H 0.00 0.00 0.01
H 0.00 0.00 0.00
H -0.01 0.02 0.01
H -0.02 0.00 -0.02
H -0.02 -0.02 -0.01
H 0.01 0.01 -0.01
H -0.03 0.04 0.01
H 0.00 0.00 -0.02
H -0.03 0.00 -0.02

Atom charges from the Löwdin analysis, given in e for atoms 1 to 5: 0.56, -0.15, -0.17, -0.11, -0.14